{
  "formula": "C19H19F10N13O2Ti",
  "method": "the ωB97M-V functional and the def2-TZVPD basis",
  "symbols": ["Ti", "F", "F", "F", "F", "F", "F", "F", "F", "F", "F", "O", "O", "N", "N", "N", "N", "N", "N", "N", "N", "N", "N", "N", "N", "N", "C", "C", "C", "C", "C", "C", "C", "C", "C", "C", "C", "C", "C", "C", "C", "C", "C", "C", "C", "H", "H", "H", "H", "H", "H", "H", "H", "H", "H", "H", "H", "H", "H", "H", "H", "H", "H", "H"],
  "xyz": [[-0.64429, -0.47954, 0.76844], [-2.96370, -2.16580, -5.60146], [0.35509, -3.69129, -2.67125], [4.66846, 0.38811, -2.33760], [-3.93091, -0.53048, -3.65131], [3.35497, -0.96444, -0.46198], [-2.86366, -0.49926, -1.22890], [1.08173, 3.00904, 0.75126], [-0.81554, -3.75843, -5.04594], [4.15677, 3.03390, -2.77587], [2.30924, 4.30192, -1.21311], [-2.28798, -0.92851, 1.76083], [-3.66953, 0.82976, 1.39456], [-0.67587, -2.08467, -0.53005], [-0.70557, 2.47377, -2.12975], [-0.97516, 1.96939, -0.95532], [0.02179, 1.68999, -2.91616], [-2.62233, 3.16385, 2.10365], [0.52053, 2.14215, 3.48764], [-2.53235, 0.39810, 1.64728], [-1.49886, 1.07244, 2.32788], [-0.41121, 0.79262, -0.95492], [0.26081, -2.08543, 2.07315], [-1.14602, 3.73813, -2.48075], [1.39973, 0.29105, 1.20050], [-0.58258, 2.97135, 3.15522], [2.17144, -0.57682, 2.09279], [0.18929, 0.63515, -2.15457], [-0.75269, -2.94946, -2.84045], [-1.22799, -2.14271, -1.79117], [-1.61519, 2.37005, 2.50825], [-2.32535, -1.33207, -2.13393], [-1.32939, -2.97562, -4.09910], [-2.40958, -2.16287, -4.38782], [3.11984, 0.35340, -0.56829], [2.59583, 3.01115, -1.00421], [1.72473, -2.01551, 1.93749], [2.16829, 0.95700, 0.26566], [-0.12816, -1.93835, 3.48320], [-0.27495, -3.33611, 1.50907], [3.53059, 2.37371, -1.80159], [1.96033, 2.31996, 0.01022], [3.79538, 1.03432, -1.56680], [-2.89558, -1.33059, -3.39273], [-0.15463, -3.34446, -0.00492], [-2.70486, 4.08212, 2.50023], [0.88359, -3.52667, -0.30298], [-0.35460, 3.89879, 2.83177], [0.24008, -4.20338, 1.94659], [-1.32745, -3.38086, 1.79371], [0.45962, -2.61771, 4.11276], [1.23843, 2.76330, 3.83537], [1.99324, -2.35561, 0.93824], [3.24761, -0.51763, 1.90483], [-1.18687, -2.16242, 3.58623], [-0.72971, -4.19966, -0.37611], [0.85806, 1.71813, 2.61902], [2.03328, -0.25897, 3.13497], [0.02439, -0.91038, 3.81132], [-3.42139, 2.69776, 1.69884], [-1.79740, 3.62595, -3.25067], [0.73671, -0.24859, -2.43278], [2.19401, -2.68605, 2.67151], [-0.33258, 4.25401, -2.79998]],
  "forces_ev_per_a": [[0.998, -0.776, 0.737], [-0.028, -0.007, -0.065], [0.055, -0.041, 0.068], [0.074, -0.028, -0.059], [-0.080, 0.063, -0.017], [-0.013, -0.047, -0.008], [0.072, -0.070, 0.176], [-0.189, 0.116, 0.123], [0.035, -0.070, -0.087], [0.035, 0.030, -0.050], [-0.013, 0.068, -0.028], [-0.201, 0.226, -0.204], [-0.480, 0.225, -0.016], [0.122, 0.329, 0.159], [-0.020, -0.040, 0.262], [0.047, 0.118, -0.340], [-0.052, -0.001, 0.055], [0.031, -0.001, -0.017], [0.058, 0.055, -0.004], [0.498, -0.113, 0.344], [-0.562, 0.018, -0.346], [-0.380, 0.554, -0.399], [-0.093, 0.137, -0.154], [0.050, -0.141, -0.008], [-0.292, -0.373, -0.272], [0.007, 0.108, 0.281], [0.089, -0.064, 0.147], [0.091, -0.177, 0.037], [-0.115, 0.128, -0.021], [0.024, 0.084, 0.011], [0.213, -0.147, -0.084], [0.035, -0.105, -0.272], [-0.101, 0.129, 0.121], [0.040, 0.030, 0.130], [0.081, 0.154, -0.065], [0.078, -0.163, -0.015], [0.006, -0.054, -0.016], [-0.167, 0.087, -0.049], [-0.046, 0.046, 0.072], [-0.007, -0.057, 0.066], [-0.065, -0.085, 0.105], [0.256, -0.049, -0.247], [-0.093, 0.110, 0.048], [0.123, -0.114, -0.025], [0.042, -0.152, 0.048], [-0.054, -0.029, 0.041], [-0.037, 0.000, -0.004], [-0.033, 0.028, -0.198], [-0.029, 0.008, -0.030], [0.011, -0.010, -0.062], [-0.043, -0.003, -0.009], [0.020, -0.009, 0.155], [0.006, 0.017, 0.046], [-0.044, -0.001, 0.004], [0.027, 0.030, 0.007], [-0.005, 0.013, -0.002], [0.112, -0.153, 0.039], [-0.048, 0.016, -0.038], [0.030, -0.025, 0.009], [-0.069, -0.020, -0.020], [-0.003, 0.085, -0.010], [0.010, -0.005, -0.028], [0.029, 0.052, -0.018], [-0.042, 0.070, -0.003]],
  "s_squared": 2.01,
  "total_energy_ev": -93762.0610,
  "e_homo_ev": [-7.22, -7.81],
  "gap_ev": [7.45, 7.79],
  "multiplicity": 3
}